## i
19
Properties=species:S:1:pos:R:3:mulliken_spin:R:1 method="wB97M-V/def2-TZVPD" s2=0.756 gap_ev="10.21 / 7.41" spin_multiplicity=2
C -0.96056 1.50222 0.47169 0.002
C -0.83375 -0.00868 0.40706 -0.005
C -0.61906 -0.53634 1.83726 0.008
N 0.25424 -0.37872 -0.50225 0.048
C 1.60348 -0.73977 -0.09195 -0.011
O 2.03269 -1.89808 -0.51083 0.771
H -0.03925 1.94610 0.82800 -0.001
H -1.74012 1.76720 1.18533 0.000
H -1.18726 1.96005 -0.48739 0.000
H -1.75886 -0.39399 -0.02731 -0.002
H 0.02809 0.14151 2.37433 0.000
H -0.43903 -1.60661 1.79712 -0.002
H -1.56289 -0.40882 2.38256 0.001
H 0.00050 -1.13831 -1.12522 -0.003
H 1.60984 -0.64767 1.02004 0.115
H 2.25137 0.08963 -0.37144 0.084
H 1.08078 -0.21164 -3.40562 0.000
H 0.02380 0.28341 -2.41743 -0.003
O 0.25597 0.27851 -3.36395 0.001

---

## ii
19
Properties=species:S:1:pos:R:3:mulliken_spin:R:1 method="wB97M-V/def2-TZVPD" s2=0.756 gap_ev="10.74 / 8.27" spin_multiplicity=2
C -1.26049 0.11148 -1.42326 0.029
O -0.86278 -0.42388 -2.55933 0.777
C -0.09281 -0.09855 -0.33616 0.111
C -0.51688 0.42174 1.01361 0.006
C -0.74240 1.94071 1.04822 0.003
N 0.33933 -1.46103 -0.26023 0.026
H -1.46093 1.17623 -1.45185 0.002
H -2.11759 -0.36554 -0.90575 0.037
H 0.69027 0.56465 -0.68412 -0.007
H -1.48422 -0.02220 1.28742 -0.002
H 0.21495 0.07507 1.74159 0.005
H -1.74184 2.18656 0.71448 -0.001
H -0.03172 2.47977 0.40462 0.000
H -0.47754 2.31809 2.02059 0.000
H -0.29543 -1.99127 0.32239 0.002
H 0.28120 -1.87396 -1.18576 0.012
H 3.40849 -1.13098 -0.42157 0.000
H 2.64218 -2.16117 0.36088 0.000
O 3.50822 -1.74570 0.31423 0.000

---

Most stable = ii

---

## i
19
Properties=species:S:1:pos:R:3:mulliken_spin:R:1 method="wB97M-V/def2-TZVPD" s2=0.754 total_charge=+1 gap_ev="13.07 / 4.68" spin_multiplicity=2
C 1.97116 -0.84521 1.23725 0.020
C 2.28589 0.56430 0.77772 0.078
H 1.17683 -0.85726 1.97395 -0.001
H 1.77459 -1.46918 0.36134 0.021
H 2.95357 -1.25379 1.51297 0.028
H 1.41342 1.10472 0.28308 0.068
H 3.12127 0.51192 0.08127 -0.003
H 2.51991 1.30038 1.55582 0.023
C -1.25164 -0.08809 -0.16988 0.118
C -2.54092 0.73151 -0.11627 0.089
C -0.81399 -0.44730 -1.54590 0.127
H -0.42686 0.71570 0.06814 0.237
H -1.32674 -0.97388 0.45176 -0.018
H -2.60961 1.36248 -1.00409 -0.004
H -0.98620 0.33661 -2.28059 -0.002
H 0.20748 -0.84016 -1.74668 0.045
H -2.66424 1.33204 0.77117 0.013
H -3.43531 0.09713 -0.20710 0.061
H -1.36862 -1.28191 -2.00397 0.100

---

## ii
19
Properties=species:S:1:pos:R:3:mulliken_spin:R:1 method="wB97M-V/def2-TZVPD" s2=0.753 total_charge=+1 gap_ev="12.29 / 3.86" spin_multiplicity=2
C 0.66988 0.92294 -0.77849 0.092
C 1.14568 2.29316 -1.15075 0.131
C 1.83966 -0.06992 -0.84534 0.114
H -0.17294 0.73325 -1.44231 -0.005
H 0.27544 0.92502 0.39704 0.261
H 0.81803 3.35712 -0.67600 0.070
H 2.08055 2.22789 -0.66635 0.010
H 1.59310 -0.76404 -1.55866 0.022
H 1.37154 2.37126 -2.31192 0.084
H 1.96165 -0.63263 0.16977 0.050
H 2.91117 0.15010 -0.94474 0.018
C -1.71644 -2.16339 1.12195 0.047
C -1.98716 -0.62312 1.38851 0.030
H -0.84638 -2.41208 0.51911 0.012
H -1.59739 -2.77021 2.02173 0.004
H -2.47492 -2.55733 0.37088 0.021
H -2.96771 -0.51850 1.78239 0.009
H -1.75018 -0.15323 0.46694 0.009
H -1.15359 -0.31627 2.13623 0.021

---

Most stable = i

---

## i
10
Properties=species:S:1:pos:R:3:lowdin_charge:R:1 method="wB97M-V/def2-TZVPD" gap_ev="7.54 / 7.72" spin_multiplicity=1
C 1.71945 0.10489 -0.59810 -0.476
C -1.26697 -1.05153 -0.07524 -0.511
Se 2.33949 1.77747 -0.09995 0.721
Se -2.05734 0.40742 0.71963 0.731
H 2.18505 -0.65068 -0.09511 -0.067
H 0.63862 -0.06378 -0.43963 -0.086
H -1.64927 -2.02749 0.29909 0.006
H -1.05328 -0.99992 -1.06349 -0.062
H 1.31012 2.60489 -0.81346 -0.141
H -2.16587 -0.10126 2.16627 -0.114

---

## ii
10
Properties=species:S:1:pos:R:3:lowdin_charge:R:1 method="wB97M-V/def2-TZVPD" gap_ev="8.17 / 6.86" spin_multiplicity=1
C -0.94660 0.77649 1.07223 -0.564
C 1.11266 -0.38271 -1.72295 -0.486
Se 0.50405 0.19607 2.16356 0.725
Se -0.73826 -0.50369 -1.46433 0.733
H -0.78701 1.67792 0.47944 -0.014
H -1.81794 0.82673 1.63111 -0.053
H 1.80872 -1.22683 -2.07587 0.025
H 1.52640 0.22538 -0.97722 -0.084
H -0.15905 0.06146 3.41920 -0.196
H -0.50297 -1.65082 -2.52518 -0.085

---

## iii
10
Properties=species:S:1:pos:R:3:lowdin_charge:R:1 method="wB97M-V/def2-TZVPD" gap_ev=9.25 spin_multiplicity=1 smiles=[SeH]CC[SeH]
Se 1.78992 -0.02630 -0.26211 0.724
C 0.85962 0.67904 1.24578 -0.558
C -0.76915 -0.24279 1.39093 -0.550
Se -1.85386 -0.12445 -0.21328 0.704
H 1.89145 -1.37673 0.31165 -0.149
H 0.58792 1.69261 0.90253 0.029
H 1.48053 0.53276 2.11116 0.016
H -1.60725 0.12701 1.98274 -0.006
H -0.41881 -1.29626 1.50717 0.028
H -0.95986 -0.37832 -1.29202 -0.237

---

Most stable = iii